# 1
Below is the molecule C10H10F3NS in a non-equilibrium geometry, with properties calculated with ωB97M-V with the def2-TZVPD basis set.

Cartesian coordinates (Å):
S: 0.30579 0.06162 1.70129
F: 2.79775 0.23241 -1.46809
F: 3.30906 0.66949 0.57823
F: 1.77346 1.89227 -0.41628
N: 0.12975 -0.27853 -0.92653
C: 1.18157 -2.84194 0.93291
C: -1.86408 1.01164 -1.42569
C: 1.16478 -0.34613 0.04170
C: 2.29004 0.62139 -0.28046
C: 1.81014 -1.73548 0.10027
C: -2.89941 1.84423 -0.98593
C: -0.88694 0.50901 -0.49857
C: -0.95349 0.86190 0.85407
C: -2.02566 1.62760 1.25200
C: -3.01373 2.00595 0.38382
H: 1.43747 -2.73056 1.99195
H: -3.88079 2.40841 0.87318
H: 1.74316 -2.13956 -0.90206
H: 2.84383 -1.52240 0.53338
H: -2.13156 1.83195 2.38301
H: -1.58752 0.79670 -2.43629
H: 1.49211 -3.87519 0.65276
H: 0.10538 -2.77867 0.83041
H: 0.38342 -0.34138 -1.91186
H: -3.52453 2.21526 -1.85721

Atoms 1-2, force components in eV/Å:
1.6 -0.3 -0.2
0.1 0.5 -0.2

The value obtained for the energy is -31009.8268 eV. Its HOMO-LUMO gap is 8.43 eV. Its spin multiplicity is 1. The HOMO energy comes out at -7.7454 eV. The energy relative to the best compared isomer or geometry (same formula, charge and spin) is 0.0 kcal per mole. The calculation puts the LUMO energy at 0.025 Ha.

Charges in e, computed with natural (NBO), in the same order as the atoms: S 0.29; F -0.33; F -0.31; F -0.33; N -0.62; C -0.61; C -0.25; C 0.00; C 0.94; C -0.43; C -0.20; C 0.18; C -0.26; C -0.19; C -0.26; H 0.21; H 0.22; H 0.22; H 0.22; H 0.22; H 0.20; H 0.22; H 0.22; H 0.41; H 0.23


# 2
Below is a cluster of 2 separate species, C7H12N4O in total in a non-equilibrium geometry, with properties calculated with ωB97M-V with the def2-TZVPD basis set.

Cartesian coordinates (Å):
O: -0.20404 0.42405 -0.88982
N: -2.12607 1.34131 -1.18343
N: -1.00736 -1.08844 0.91473
N: 0.95780 -0.07645 1.40011
N: -1.18950 1.27373 -0.35630
C: 0.03771 0.67579 2.22532
C: 0.25756 -1.02824 0.72001
C: 0.23840 -0.90000 -2.86330
C: -0.63655 0.01403 -2.07479
C: -1.31289 -0.02582 1.88575
C: -1.84708 0.57393 -2.28615
C: 2.36787 0.17559 1.34956
H: -2.53370 0.50107 -3.14056
H: 0.78920 -1.70302 0.03994
H: 1.21808 -0.42942 -3.06415
H: 2.85175 0.05018 2.33659
H: 0.04100 1.74547 1.96533
H: -0.24562 -1.15753 -3.82787
H: -2.04525 0.66708 1.44356
H: 2.84741 -0.52042 0.65248
H: 2.58377 1.19801 0.99873
H: 0.43066 -1.83498 -2.30749
H: 0.29643 0.59571 3.29310
H: -1.76958 -0.47165 2.76865

Atoms 1-2, force components in eV/Å:
0.1 1.5 -1.7
0.1 0.0 0.1

The value obtained for the energy is -15458.3112 eV. Its HOMO-LUMO gap is 8.48 eV. Its spin multiplicity is 1. The HOMO energy comes out at -7.7377 eV. The energy relative to the best compared isomer or geometry (same formula, charge and spin) is 64.6 kcal per mole. The calculation puts the LUMO energy at 0.027 Ha.

Charges in e, computed with natural (NBO), in the same order as the atoms: O -0.31; N -0.18; N -0.53; N -0.45; N 0.08; C -0.23; C 0.30; C -0.66; C 0.32; C -0.26; C -0.18; C -0.39; H 0.23; H 0.18; H 0.24; H 0.19; H 0.20; H 0.24; H 0.22; H 0.20; H 0.19; H 0.24; H 0.18; H 0.19


# 3
Below is the molecule C19H22ClN5O2 in a non-equilibrium geometry, with properties calculated with ωB97M-V with the def2-TZVPD basis set.

Cartesian coordinates (Å):
Cl: -3.43706 3.99499 0.41581
O: 2.13889 -0.39275 -0.71486
O: 2.72787 -3.91357 -2.74501
N: 0.34223 -1.75604 -0.98846
N: -2.20121 0.53916 5.23217
N: -2.76941 -0.24195 4.18470
N: -1.89583 0.33989 -1.59666
N: -0.64273 2.13187 1.14320
C: -2.61344 0.45109 6.66191
C: -2.88912 2.49052 -0.26404
C: -0.41305 -4.20180 -2.96885
C: -1.18468 2.66948 2.45275
C: -1.62766 1.64325 3.39964
C: 1.30816 -2.29448 -3.63275
C: -3.57560 1.87188 -1.27213
C: 1.14651 -2.97704 -1.29082
C: -1.54748 1.63542 4.75091
C: -1.62328 1.88405 0.13729
C: -2.54541 0.46130 3.08781
C: 0.91061 -0.56875 -0.57839
C: 0.50864 1.27675 1.02868
C: 0.12476 0.41087 -0.01847
C: 0.05005 -4.07892 -1.53988
C: 2.05411 -2.76752 -2.43934
C: -3.03539 0.78505 -1.93827
C: -1.15330 0.86055 -0.60756
C: 0.06431 -3.04126 -4.03338
H: -0.85026 -3.94481 -0.91307
H: 0.21817 -5.05187 -3.17764
H: -1.99649 3.44061 2.22570
H: 1.18460 -1.15779 -3.59310
H: 0.24413 -3.60696 -5.01315
H: -3.28588 1.27908 6.82673
H: -3.20831 -0.48873 6.76864
H: 1.32336 1.12432 1.69840
H: 2.89826 -2.17782 -2.17561
H: -0.33687 3.15363 2.99682
H: -1.76304 0.36768 7.29526
H: 2.22803 -2.29544 -4.35437
H: -0.75717 -2.36810 -4.04340
H: -3.47149 0.24377 -2.76019
H: -2.94076 0.10248 2.07406
H: -1.48786 -4.45703 -3.04181
H: -4.45809 2.30790 -1.67484
H: -1.04499 2.43448 5.40728
H: -0.68667 -1.78494 -0.94681
H: 0.52793 -4.96088 -1.15365
H: 3.13394 -4.35972 -1.93777
H: 1.76565 -3.09366 -0.43322

Atoms 1-2, force components in eV/Å:
-0.2 -0.3 -0.2
-0.9 -0.3 0.6

The value obtained for the energy is -44124.3694 eV. Its HOMO-LUMO gap is 8.72 eV. Its spin multiplicity is 1. The HOMO energy comes out at -8.4959 eV. The energy relative to the best compared isomer or geometry (same formula, charge and spin) is 130.6 kcal per mole. The calculation puts the LUMO energy at 0.008 Ha.

Charges in e, computed with natural (NBO), in the same order as the atoms: Cl 0.03; O -0.65; O -0.73; N -0.61; N -0.21; N -0.25; N -0.42; N -0.35; C -0.41; C 0.00; C -0.42; C -0.24; C -0.19; C -0.44; C -0.28; C -0.05; C -0.02; C 0.09; C -0.03; C 0.63; C 0.06; C -0.20; C -0.40; C 0.07; C 0.05; C 0.13; C -0.41; H 0.20; H 0.22; H 0.24; H 0.23; H 0.22; H 0.21; H 0.23; H 0.25; H 0.21; H 0.21; H 0.21; H 0.22; H 0.21; H 0.20; H 0.22; H 0.21; H 0.23; H 0.23; H 0.41; H 0.21; H 0.47; H 0.20


# 4
Below is the molecule CH3NO2S in a non-equilibrium geometry, with properties calculated with ωB97M-V with the def2-TZVPD basis set.

Cartesian coordinates (Å):
S: 1.17415 0.06649 -0.11791
O: -0.35280 -0.76832 1.95881
O: 1.48634 -0.65339 -1.31658
N: 0.04711 1.16712 -0.61416
C: -0.20109 -0.88700 0.78155
H: -0.42383 1.61259 0.17624
H: -1.05743 -1.31941 0.25714
H: -0.67244 0.78191 -1.12508

Atoms 1-2, force components in eV/Å:
-0.9 -0.3 1.5
0.6 0.1 0.5

The value obtained for the energy is -17503.8766 eV. Its HOMO-LUMO gap is 9.66 eV. Its spin multiplicity is 1. The HOMO energy comes out at -9.4179 eV. The energy relative to the best compared isomer or geometry (same formula, charge and spin) is 36.7 kcal per mole. The calculation puts the LUMO energy at 0.009 Ha.

Charges in e, computed with natural (NBO), in the same order as the atoms: S 1.39; O -0.50; O -0.95; N -1.02; C 0.17; H 0.38; H 0.14; H 0.38


# 5
Below is the ion C3HO3 with charge -1 in a non-equilibrium geometry, with properties calculated with ωB97M-V with the def2-TZVPD basis set.

Cartesian coordinates (Å):
O: 0.58870 -1.83625 0.11794
O: -3.44934 -0.65827 -0.47191
O: -1.92059 0.97672 0.25162
C: -2.47868 -0.22241 0.09072
C: 0.09899 -0.73427 0.17984
C: -1.41376 -0.30069 0.99370
H: 0.61956 0.20114 -0.09965

Atoms 1-2, force components in eV/Å:
0.0 0.6 -0.1
-0.1 0.1 -0.4

Its charge is -1. The value obtained for the energy is -9267.5938 eV. Its HOMO-LUMO gap is 7.48 eV. Its spin multiplicity is 1. The HOMO energy comes out at -3.1731 eV. The energy relative to the best compared isomer or geometry (same formula, charge and spin) is 65.7 kcal per mole. The calculation puts the LUMO energy at 0.158 Ha.

Charges in e, computed with natural (NBO), in the same order as the atoms: O -0.61; O -0.66; O -0.59; C 0.68; C 0.38; C -0.27; H 0.07


# 6
Below is the molecule C6H9FOS in a non-equilibrium geometry, with properties calculated with ωB97M-V with the def2-TZVPD basis set.

Cartesian coordinates (Å):
S: 0.05243 1.06278 -2.47177
F: 2.50987 1.27443 -1.44556
O: 0.55832 1.57883 -3.78122
C: 1.31992 -2.61063 0.31463
C: 0.63384 -1.50707 0.12821
C: -1.52044 -0.29589 -0.06147
C: 0.60687 1.13978 0.08029
C: 1.18590 1.69485 -1.19375
C: -0.00052 -0.33574 0.01837
H: 1.47452 -3.08972 1.28785
H: 0.63397 -0.17722 -2.32096
H: -0.33023 1.75636 0.31224
H: -1.96845 0.61056 0.13253
H: 1.25249 2.72110 -1.22833
H: -1.97493 -1.01899 0.70004
H: 1.30987 1.40446 0.95119
H: -1.91098 -0.68815 -1.06323
H: 1.82407 -3.11048 -0.55388

Atoms 1-2, force components in eV/Å:
1.4 0.5 -1.6
-1.0 -0.1 0.2

The value obtained for the energy is -21964.1697 eV. Its HOMO-LUMO gap is 10.00 eV. Its spin multiplicity is 1. The HOMO energy comes out at -9.3607 eV. The energy relative to the best compared isomer or geometry (same formula, charge and spin) is 45.1 kcal per mole. The calculation puts the LUMO energy at 0.023 Ha.

Charges in e, computed with natural (NBO), in the same order as the atoms: S 1.05; F -0.36; O -0.96; C -0.46; C 0.10; C -0.64; C -0.47; C 0.01; C -0.12; H 0.23; H 0.05; H 0.23; H 0.21; H 0.20; H 0.23; H 0.25; H 0.23; H 0.23


# 7
Below is a structure of composition C9H4NO2OsS5 in a non-equilibrium geometry, with properties calculated with ωB97M-V with the def2-TZVPD basis set.

Cartesian coordinates (Å):
Os: 0.01094 -0.01252 -0.02016
S: 0.61816 -4.00747 -2.69232
S: -0.76575 -1.83780 -1.19200
S: 3.16089 -2.54164 -2.69494
S: 2.97120 -5.15303 -4.05812
S: 1.98328 -0.25437 -1.19637
O: -1.05834 1.82854 3.35232
O: -0.20641 0.35878 1.86837
N: -1.00952 1.74859 -0.15562
C: -2.00469 3.46898 1.16023
C: 1.82918 -1.77552 -1.91025
C: -0.85855 1.48524 2.23461
C: -2.38694 4.13244 0.00124
C: 2.29813 -3.98517 -3.19721
C: -1.37728 2.38601 -1.27740
C: -2.06621 3.57900 -1.23081
C: 0.62521 -2.46915 -1.90857
C: -1.32058 2.28550 1.04404
H: -1.10633 1.91872 -2.21307
H: -2.34587 4.06517 -2.15396
H: -2.92701 5.06756 0.06068
H: -2.21940 3.83922 2.15321

Atoms 1-2, force components in eV/Å:
1.1 -1.9 0.9
0.0 -0.1 0.1

Its charge is +1. The value obtained for the energy is -71618.7469 eV. Its HOMO-LUMO gap (alpha / beta) is 5.02 / 4.93 eV. Its spin multiplicity is 1. The HOMO energy (alpha / beta) comes out at -11.6039 / -11.6128 eV. The calculation puts the LUMO energy (alpha / beta) at -0.242 / -0.245 Ha.

Charges in e, computed with natural (NBO), in the same order as the atoms: Os 0.89; S 0.53; S 0.28; S 0.54; S 0.20; S 0.24; O -0.47; O -0.72; N -0.44; C -0.18; C -0.43; C 0.74; C -0.10; C -0.60; C 0.08; C -0.22; C -0.45; C 0.08; H 0.24; H 0.26; H 0.25; H 0.27